{
  "formula": "C27H53AgN15",
  "method": "ωB97M-V with the def2-TZVPD basis set",
  "species": ["Ag", "C", "N", "C", "C", "N", "C", "C", "N", "C", "C", "N", "C", "N", "C", "C", "N", "C", "C", "C", "C", "N", "C", "N", "C", "C", "N", "C", "C", "N", "C", "C", "H", "H", "H", "H", "H", "H", "H", "H", "H", "H", "H", "H", "H", "H", "H", "H", "H", "H", "H", "H", "H", "H", "H", "H", "H", "H", "H", "H", "H", "H", "H", "H", "H", "H", "H", "H", "H", "H", "H", "H", "H", "H", "H", "H", "H", "H", "H", "H", "N", "C", "N", "C", "N", "C", "C", "N", "C", "C", "N", "H", "H", "H", "H", "H"],
  "positions_angstrom": [[0.03142, -0.29997, -0.40646], [1.35803, 0.79679, -5.05417], [0.67620, -0.47440, -5.06967], [0.55292, -0.97601, -6.44467], [0.42498, -1.26762, -3.95208], [1.03891, -1.24758, -2.80041], [2.33694, -0.56644, -2.58853], [2.97398, -0.91327, -1.23006], [2.40525, -0.21232, -0.04907], [2.79408, 1.24591, -0.04913], [1.72328, 2.22867, 0.44603], [0.52256, 2.25926, -0.41320], [-0.27820, 3.28930, -0.21880], [-0.14880, 4.28004, 0.76504], [-0.31884, 5.68338, 0.45275], [0.04949, 4.01042, 2.18498], [-1.36281, 3.50696, -1.06331], [-1.40236, 2.87489, -2.37260], [-2.61282, 4.11397, -0.64863], [2.81689, -0.98015, 1.16806], [2.46196, -0.45378, 2.55710], [1.02662, -0.21187, 2.73964], [0.44504, -0.30984, 3.93628], [1.05442, -0.31689, 5.16978], [2.30222, 0.35836, 5.36998], [0.49627, -1.01483, 6.31912], [-0.95006, -0.26046, 3.95808], [-1.67477, 0.54876, 4.92857], [-1.69860, -0.65827, 2.77252], [-0.63504, -2.15507, -4.12899], [-0.67533, -3.27842, -3.18310], [-1.90370, -1.76089, -4.72371], [1.07653, 1.39652, -5.93647], [1.03609, 1.36703, -4.18892], [2.44649, 0.71362, -5.09123], [1.49198, -0.78908, -6.96325], [0.32696, -2.04401, -6.49450], [-0.21167, -0.42894, -7.01629], [3.14991, -0.79667, -3.33362], [2.21542, 0.52332, -2.65346], [2.80810, -2.01196, -1.04443], [4.07495, -0.77765, -1.25343], [3.69215, 1.32829, 0.59189], [3.08475, 1.49811, -1.08191], [1.46404, 1.96553, 1.49400], [2.22014, 3.20368, 0.48267], [-0.32830, 5.85921, -0.63638], [-1.25083, 6.07948, 0.85632], [0.54914, 6.23279, 0.88035], [-0.04867, 2.96032, 2.43010], [1.02214, 4.40267, 2.51341], [-0.71290, 4.59611, 2.73849], [-0.49664, 2.26467, -2.48782], [-2.31139, 2.28805, -2.50302], [-1.40696, 3.65844, -3.13196], [-2.67752, 4.38023, 0.42193], [-2.83543, 4.99837, -1.25905], [-3.45424, 3.43450, -0.82587], [2.37496, -1.99947, 1.00994], [3.91994, -1.09425, 1.15243], [2.79698, -1.24895, 3.26967], [3.04251, 0.44562, 2.78462], [2.46504, 1.07723, 4.56283], [2.27133, 0.95600, 6.30102], [3.15097, -0.29183, 5.48562], [-0.36612, -1.61075, 6.03393], [1.28440, -1.67826, 6.68880], [0.21936, -0.34919, 7.13439], [-0.96567, 1.01773, 5.63767], [-2.30430, 1.30507, 4.43259], [-2.34669, -0.05036, 5.50152], [-1.02462, -1.26216, 2.15734], [-2.63031, -1.19438, 3.03085], [-2.01119, 0.19218, 2.15536], [0.35276, -3.51668, -2.89073], [-1.20749, -3.06771, -2.24261], [-1.15110, -4.09644, -3.71577], [-2.21323, -2.55807, -5.39505], [-2.67377, -1.62318, -3.98975], [-1.81481, -0.81586, -5.28955], [-4.30021, -1.60206, -0.60732], [-3.37137, -0.63886, -0.61414], [-2.20475, -1.14812, -0.25700], [-2.45656, -2.47832, -0.04773], [-3.73393, -2.78415, -0.24674], [-1.51392, -3.51232, 0.27903], [-2.03942, -4.80905, 0.43733], [-1.21374, -5.82276, 0.59110], [0.10852, -5.58614, 0.64277], [0.58730, -4.31046, 0.59909], [-0.22333, -3.26696, 0.45923], [-5.27279, -1.56650, -0.87246], [-3.53432, 0.40226, -0.84958], [-3.10133, -5.01453, 0.36379], [0.72182, -6.48131, 0.70239], [1.62473, -4.05833, 0.72629]],
  "atomic_forces_ev_per_a": [[-0.04, 0.01, 0.01], [-0.14, 0.55, 0.13], [-0.12, -0.64, -0.61], [-0.23, -0.13, 0.05], [0.06, 0.75, 0.21], [0.39, 0.48, -0.25], [0.49, 0.08, -0.44], [-0.42, -1.09, 0.41], [-0.40, 0.48, -0.07], [0.08, -0.93, 0.06], [0.07, -0.40, 0.21], [-0.46, 0.88, 1.13], [-0.07, -0.37, 0.06], [0.05, -0.89, -0.39], [0.56, 0.24, -0.40], [-0.16, 0.84, -0.14], [0.51, -0.51, 0.21], [0.59, 0.33, 0.19], [-0.32, 0.27, 0.23], [-0.14, -0.45, -0.64], [-0.82, -0.65, 0.59], [-0.54, -0.19, 1.59], [0.32, 1.10, -2.25], [-0.59, -0.26, -0.35], [-0.06, 1.27, 0.54], [0.57, -0.30, -0.21], [0.01, -0.41, -0.02], [0.79, 0.38, -0.10], [0.29, 0.03, 0.10], [0.82, 0.06, 0.90], [0.11, 0.44, -0.33], [0.86, 0.19, -0.73], [-0.14, -0.39, 0.26], [0.21, 0.12, 0.17], [0.04, -0.02, 0.18], [0.18, -0.16, -0.02], [0.05, 0.22, 0.21], [0.01, -0.10, 0.25], [-0.99, -0.14, 0.28], [0.03, -0.17, 0.14], [0.13, 0.95, -0.29], [-0.36, 0.14, -0.13], [-0.20, 0.26, -0.26], [-0.10, 0.03, 0.43], [0.13, -0.03, -0.64], [-0.11, 0.14, -0.04], [0.07, -0.21, 0.48], [-0.01, 0.19, 0.18], [-0.61, -0.13, -0.22], [-0.03, -0.11, -0.04], [-0.05, -0.29, 0.03], [0.22, -0.43, -0.12], [-0.48, 0.09, -0.03], [0.02, -0.25, 0.06], [-0.05, -0.02, -0.22], [0.46, -0.13, -0.59], [0.10, 0.06, 0.21], [0.13, -0.22, -0.05], [0.33, 0.87, 0.35], [-0.22, -0.01, -0.01], [0.09, 0.51, -0.45], [0.09, -0.04, -0.20], [0.06, -0.26, 0.20], [-0.21, -0.21, -0.26], [0.46, -0.48, -0.19], [0.04, 0.02, -0.07], [-0.20, -0.12, 0.16], [-0.06, 0.23, 0.02], [-0.47, -0.06, -0.55], [0.43, 0.01, 0.00], [-0.57, -0.59, 0.55], [-0.36, -0.03, 0.15], [0.47, -0.01, 0.13], [0.18, 0.21, 0.08], [-0.32, -0.13, -0.24], [-0.07, 0.14, -0.40], [-0.06, -0.32, 0.20], [-0.24, 0.03, -0.21], [-0.47, 0.06, 0.69], [0.11, -0.56, 0.27], [0.73, -0.46, 0.23], [0.47, -0.18, 0.22], [0.31, -0.02, -0.27], [-1.71, 1.56, -0.52], [-0.05, 0.50, -0.22], [0.27, -1.25, 0.91], [0.86, 0.05, -0.40], [0.18, -0.46, 0.16], [-1.02, -1.01, -0.15], [0.18, 0.80, 0.37], [-0.48, 0.61, -0.69], [0.08, 0.01, 0.11], [-0.15, -0.12, -0.04], [0.11, 0.05, 0.10], [0.15, 0.31, 0.08], [0.36, -0.20, -0.02]],
  "total_charge": 1,
  "e_lumo_ev": -2.1846,
  "e_homo_ev": -10.143,
  "total_energy_ev": -55202.640
}